# 1
The following is a quantum chemistry calculation of C4H8O4 as an isolated structure, from OMol25.

The geometry in ORCA input format:
```
! wB97M-V def2-TZVPD RIJCOSX def2/J DEFGRID3
* xyz 0 1
O -0.0829 -3.2937 -0.4569
C -0.4588 -0.7007 1.0060
O -0.7567 -0.1741 2.2156
C -0.5826 0.3591 -0.1362
C 0.4822 1.3695 0.1926
C 0.4817 2.4434 -0.8772
O -0.0191 2.2063 -2.0730
H -1.1334 -1.5679 0.7934
H -1.5898 0.8013 -0.0553
H -0.4465 -0.0671 -1.1431
H 0.8769 1.2875 1.2172
H 1.2976 1.4320 -0.6823
H 1.0466 3.3173 -0.5463
H -0.7898 -3.9359 -0.6932
H 0.7750 -2.2267 0.5409
O 0.8996 -1.2502 0.6977
*
```

natural (NBO) population analysis, charges in e, atoms 1 to 8:
1 O -0.843
2 C 0.305
3 O -0.321
4 C -0.371
5 C -0.381
6 C 0.275
7 O -0.607
8 H 0.325

# 2
The following is a quantum chemistry calculation of one molecule with the formula C5H7N, from OMol25.

The geometry in ORCA input format:
```
! wB97M-V def2-TZVPD RIJCOSX def2/J DEFGRID3
* xyz 0 1
C -1.1269 1.2006 1.3342
C -1.4392 0.3779 0.4958
C -0.2596 -0.2019 -0.2414
C 0.1115 -1.6032 0.2010
C 0.7918 0.8316 -0.4982
N 0.0865 0.1591 -1.5946
H -0.5947 1.8244 2.0148
H -0.3771 -2.3557 -0.4260
H -0.1791 -1.7731 1.2436
H 1.1935 -1.7309 0.1100
H 0.5717 1.8952 -0.3609
H 1.8266 0.5825 -0.2941
H -0.6050 0.7937 -1.9842
*
```

Output
Structure (SMILES)   C#C[C@]1(C)CN1

natural (NBO) population analysis, charges in e, atoms 1 to 8:
1 C -0.118
2 C -0.115
3 C 0.059
4 C -0.603
5 C -0.270
6 N -0.578
7 H 0.230
8 H 0.223

# 3
The following is a quantum chemistry calculation of a 3-piece molecular cluster, C15H35BN3O7 overall, from OMol25.

The geometry in ORCA input format:
```
! wB97M-V def2-TZVPD RIJCOSX def2/J DEFGRID3
* xyz -1 1
N 1.6218 -2.6825 -3.1287
B 0.7647 -1.5194 -3.0738
O -0.2472 -1.5120 -4.1082
C 0.9093 -0.3837 -2.0519
C -0.1698 -0.5080 -0.9574
C 0.1407 -1.5271 0.1597
C -1.0371 -2.4679 0.4687
C -1.1045 -2.9597 1.8992
O -0.2049 -4.0332 2.2243
C 0.6712 0.9015 -2.7669
O 1.2099 2.0660 -2.0387
C 0.7143 3.2681 -2.4284
O 1.7514 4.0622 -3.0140
C 1.2610 5.1185 -3.7875
C 0.5187 6.1649 -2.9737
O 0.4421 7.3544 -3.7564
H 1.1609 -3.5287 -3.4420
H 2.1401 -2.8313 -2.2745
H -0.9058 -2.1886 -3.9688
H -1.1503 -0.7429 -1.4017
H -0.2567 0.4805 -0.4997
H 1.0320 -2.0913 -0.1046
H 0.3812 -0.9884 1.0823
H -0.9981 -3.3238 -0.2097
H -1.9621 -1.9194 0.2854
H -0.8976 -2.1375 2.5831
H -2.1258 -3.3044 2.0988
H -0.6485 -4.8405 1.9760
H 1.0894 0.8995 -3.7791
H -0.4177 1.1053 -2.8833
H -0.0916 3.1642 -3.1709
H 0.3153 3.7997 -1.5508
H 0.6003 4.7527 -4.5826
H 2.1194 5.6057 -4.2483
H 1.0507 6.3363 -2.0344
H -0.4805 5.8022 -2.7216
H -0.3034 7.8655 -3.4527
C -4.2677 0.0661 0.4996
O -3.4253 -0.2449 -0.3122
N -4.2852 1.2642 1.1240
C -5.2915 1.6219 2.0948
C -3.2305 2.2102 0.7876
H -5.0917 -0.6039 0.8096
H -5.8510 2.5030 1.7697
H -4.8372 1.8390 3.0649
H -5.9890 0.7949 2.2169
H -3.2544 2.4449 -0.2767
H -2.2508 1.7845 1.0055
H -3.3719 3.1205 1.3665
C 3.0195 -3.3461 2.6107
O 3.6408 -3.3910 1.5703
N 3.6109 -3.3385 3.8330
C 2.8337 -3.2960 5.0490
C 5.0581 -3.3699 3.9025
H 1.9203 -3.3254 2.6635
H 3.0686 -2.4019 5.6335
H 3.0284 -4.1760 5.6692
H 1.7752 -3.2785 4.7957
H 5.4851 -2.5085 3.3872
H 5.4462 -4.2692 3.4217
H 5.3665 -3.3565 4.9461
*
```

natural (NBO) population analysis, charges in e, atoms 1 to 8:
1 N -1.091
2 B 1.027
3 O -0.971
4 C -0.816
5 C -0.387
6 C -0.405
7 C -0.443
8 C -0.052

# 4
The following is a quantum chemistry calculation of a 2-piece molecular cluster, C3H5BrS overall, from OMol25.

The geometry in ORCA input format:
```
! wB97M-V def2-TZVPD RIJCOSX def2/J DEFGRID3
* xyz 0 1
C 0.7447 -1.5590 0.5072
C 0.9815 -0.3636 -0.0286
C -0.6411 1.4296 -0.4822
S -2.1244 0.6735 -0.6901
Br 2.5244 0.0890 -0.8125
H 1.3018 -2.4563 0.4375
H 0.0658 -1.6590 1.3524
H -0.4911 1.8131 0.5375
H -0.1442 1.8074 -1.3663
H -2.2175 0.2253 0.5452
*
```

natural (NBO) population analysis, charges in e, atoms 1 to 8:
1 C -0.545
2 C -0.184
3 C -0.508
4 S 0.140
5 Br 0.093
6 H 0.207
7 H 0.206
8 H 0.233

# 5
The following is a quantum chemistry calculation of C4H11BrNO as an isolated structure, from OMol25.

The geometry in ORCA input format:
```
! wB97M-V def2-TZVPD RIJCOSX def2/J DEFGRID3
* xyz -1 1
Br 1.4483 -1.1124 -2.4229
C 1.4211 -0.9179 1.1757
C 0.2052 -0.3445 0.4162
C 0.2917 1.0388 -0.2118
O -0.8621 1.2159 -0.9367
C -2.0511 1.2234 -0.2888
N -0.0564 -1.4009 -0.5514
H 1.2101 -1.8884 1.6248
H 1.6671 -0.2997 2.0391
H 2.3903 -1.0242 0.6885
H -0.4545 -0.2228 1.2753
H 1.0724 0.9276 -0.9642
H 0.5275 1.7974 0.5346
H -2.0629 1.4711 0.7726
H -2.3921 0.1891 -0.2442
H -2.8186 1.8424 -0.7533
H -0.4053 -0.8227 -1.3024
H 0.8692 -1.6720 -0.8510
*
```

natural (NBO) population analysis, charges in e, atoms 1 to 8:
1 Br -0.867
2 C -0.615
3 C -0.082
4 C -0.112
5 O -0.534
6 C -0.247
7 N -0.893
8 H 0.206

# 6
The following is a quantum chemistry calculation of C22H60N7O10V as an isolated structure, from OMol25.

The geometry in ORCA input format:
```
! wB97M-V def2-TZVPD RIJCOSX def2/J DEFGRID3
* xyz 2 3
V -17.3351 8.2154 -36.3249
C -19.5163 10.9546 -36.6567
O -18.7147 9.8425 -36.5144
H -19.1395 11.8154 -36.1055
H -19.7007 11.1853 -37.7100
H -20.5183 10.7187 -36.2448
C -17.6063 11.4302 -33.2883
O -16.3616 11.2219 -32.6545
C -16.5023 10.5410 -31.4223
C -15.1774 10.4327 -30.6807
N -14.8660 11.5979 -29.8956
C -13.5120 11.6954 -29.4244
C -13.2751 13.1212 -28.9108
O -13.8857 14.1497 -29.6518
C -13.2252 14.3964 -30.8815
H -18.3241 12.0379 -32.7399
H -17.9333 10.4218 -33.5862
H -17.3867 11.9236 -34.2420
H -16.8341 9.5073 -31.5948
H -17.1797 11.0707 -30.7442
H -14.3332 10.3010 -31.3789
H -15.2873 9.5410 -30.0554
H -15.2532 12.5001 -30.1240
H -12.7782 11.5109 -30.2297
H -13.2668 11.0017 -28.6163
H -12.2035 13.2557 -28.7268
H -13.6997 13.2246 -27.9112
H -12.2488 14.8396 -30.6632
H -13.8266 15.0344 -31.5212
H -13.0027 13.4670 -31.4219
C -22.3565 12.1846 -39.5180
O -23.1877 11.0455 -39.4768
C -22.5346 9.9427 -38.8967
C -23.3335 8.6533 -39.0553
N -23.4789 8.4523 -40.4740
C -24.3044 7.3190 -40.8563
C -24.4878 7.1060 -42.3530
O -25.2441 8.1145 -42.9543
C -25.4030 7.9139 -44.3311
H -21.3788 12.0041 -39.9771
H -22.2539 12.5779 -38.5015
H -22.8546 12.9278 -40.1361
H -22.3625 10.1434 -37.8280
H -21.5579 9.8090 -39.3808
H -24.2566 8.6965 -38.4600
H -22.7083 7.8443 -38.6562
H -23.7614 9.3178 -40.9181
H -25.2798 7.3528 -40.3513
H -23.8076 6.4090 -40.5037
H -24.9893 6.1393 -42.4725
H -23.4654 7.0435 -42.7503
H -25.6791 6.8768 -44.5613
H -24.5175 8.0946 -44.9527
H -26.1929 8.5570 -44.7116
C -12.8040 12.6653 -35.5485
O -13.2450 11.3105 -35.6202
C -14.3046 11.0678 -34.6943
C -14.8797 9.6973 -34.9318
N -15.7475 9.6845 -36.1522
C -14.8562 9.4394 -37.3411
C -15.6148 9.2564 -38.6304
O -16.7871 8.4297 -38.3604
C -17.6408 8.4120 -39.5247
H -13.6601 13.3286 -35.6840
H -12.0499 12.7931 -36.3199
H -12.3138 12.8413 -34.5864
H -15.0300 11.8856 -34.7651
H -13.8430 11.2084 -33.7098
H -15.3770 9.3245 -34.0354
H -14.0422 9.0019 -35.0377
H -15.9865 10.6722 -36.3306
H -14.1990 8.5873 -37.1496
H -14.1440 10.2493 -37.5146
H -15.0792 8.7389 -39.4252
H -15.9736 10.2219 -38.9978
H -17.1710 7.9893 -40.4097
H -17.9776 9.4342 -39.7079
H -18.5463 7.8456 -39.3035
C -18.7395 15.1882 -35.2501
O -18.2312 14.7542 -36.3044
N -19.7563 14.5501 -34.6310
N -18.3540 16.3585 -34.6898
H -20.0650 14.7530 -33.6980
H -20.1375 13.7282 -35.0545
H -18.7859 16.6595 -33.8379
H -17.5648 16.8422 -35.0757
C -22.7441 8.5952 -34.9993
O -22.6750 9.7553 -34.5957
N -23.7601 7.7563 -34.7028
N -21.7331 8.0586 -35.7425
H -24.4759 8.0527 -34.0621
H -23.9228 6.8625 -35.1267
H -21.0350 8.6739 -36.1050
H -21.7074 7.0971 -36.0253
C -15.9055 13.0421 -38.2634
O -16.3060 12.5544 -36.9831
H -15.9415 14.1345 -38.2282
H -14.9056 12.7051 -38.5278
H -16.6348 12.7766 -39.0390
H -16.9933 13.1521 -36.6481
*
```

Mulliken population analysis, charges in e, atoms 1 to 8:
1 V 0.973
2 C -0.199
3 O -0.083
4 H -0.322
5 H 0.284
6 H 0.209
7 C -0.579
8 O -0.009

So what do the calculations give for F_max? Going down the list: 0.1099; 0.0201; 0.0191; 0.0669; 0.1361; 0.1398 Eh/bohr.
So what do the calculations give for ΔE to the lowest compared entry with this formula, charge and spin? Going down the list: 271.0; 110.9; 0.0; 94.5; 59.9; 19.8 kcal per mole.